(1)
{"formula": "C16H12I2NO2S6Ta", "method": "ωB97M-V/def2-TZVPD", "charge": 2, "lumo_energy_ev": -7.477, "total_energy_ha": -3863.2533, "gap_ha": 0.2388, "species": ["Ta", "S", "C", "S", "C", "C", "S", "S", "S", "I", "C", "C", "C", "I", "C", "C", "C", "C", "N", "C", "C", "O", "H", "H", "H", "H", "O", "S", "C", "C", "C", "C", "H", "H", "H", "H", "H", "H", "H", "H"], "positions_angstrom": [[0.173, -1.229, -0.154], [-5.501, -2.524, -1.169], [-3.906, -2.727, -1.079], [-3.070, -3.333, 0.339], [-1.443, -3.166, -0.280], [-1.323, -2.677, -1.566], [0.170, -2.159, -2.310], [-2.819, -2.358, -2.409], [-0.108, -3.373, 0.813], [3.150, 2.422, -2.335], [3.386, 1.488, -0.506], [4.474, 1.814, 0.340], [4.638, 1.223, 1.565], [6.262, 1.772, 2.735], [3.698, 0.252, 2.024], [3.723, -0.411, 3.262], [2.729, -1.311, 3.581], [1.714, -1.573, 2.672], [1.650, -0.982, 1.472], [2.633, -0.068, 1.164], [2.489, 0.548, -0.084], [1.393, 0.138, -0.774], [5.187, 2.552, 0.000], [4.520, -0.205, 3.965], [2.725, -1.823, 4.532], [0.928, -2.272, 2.921], [-1.426, -0.150, 0.089], [-2.020, 1.328, 0.208], [-1.444, 2.113, -1.302], [-2.281, 1.499, -2.416], [-3.719, 1.494, -1.900], [-3.699, 1.058, -0.426], [-0.362, 1.983, -1.367], [-1.660, 3.175, -1.144], [-1.932, 0.487, -2.633], [-2.179, 2.085, -3.328], [-4.356, 0.818, -2.469], [-4.146, 2.493, -1.979], [-3.870, -0.010, -0.278], [-4.380, 1.609, 0.222]], "lowdin_charge": [1.382, 0.714, -1.467, 0.959, -1.139, -1.138, 0.728, 0.942, 0.717, 1.046, -0.634, -0.182, -0.647, 1.058, -0.183, 0.031, 0.006, -0.106, -0.063, -0.152, -0.384, -0.325, 0.094, 0.088, 0.132, 0.082, -0.662, 1.173, -0.287, -0.204, -0.184, -0.259, 0.080, 0.125, 0.082, 0.138, 0.126, 0.130, 0.071, 0.112]}

=====

(2)
{"formula": "C16H12IrN2O4", "method": "ωB97M-V/def2-TZVPD", "charge": 2, "lumo_energy_ev": [-10.046, -10.075], "spin_multiplicity": 2, "s_squared": 0.89, "total_energy_ha": -1131.0225, "gap_ha": [0.1968, 0.1892], "species": ["Ir", "C", "O", "C", "C", "C", "C", "C", "C", "N", "N", "C", "O", "C", "C", "C", "C", "C", "C", "C", "O", "H", "H", "H", "H", "H", "H", "H", "H", "H", "H", "H", "H", "O", "C"], "positions_angstrom": [[-0.484, -0.196, 0.260], [0.764, -0.817, 4.358], [1.199, 0.551, 4.556], [1.192, 1.502, 3.679], [1.713, 2.741, 4.153], [1.774, 3.833, 3.340], [1.321, 3.761, 2.006], [0.801, 2.588, 1.481], [0.378, 2.644, 0.127], [-0.121, 1.614, -0.517], [-0.489, 1.813, -1.771], [-1.029, 0.663, -2.296], [-1.132, -0.420, -1.591], [-1.470, 0.707, -3.638], [-1.358, 1.904, -4.392], [-1.782, 1.919, -5.697], [-2.322, 0.752, -6.265], [-2.440, -0.437, -5.534], [-2.023, -0.471, -4.230], [0.716, 1.418, 2.331], [0.223, 0.278, 1.942], [0.975, -1.300, 5.304], [1.338, -1.273, 3.555], [-0.302, -0.834, 4.147], [2.057, 2.773, 5.178], [2.175, 4.763, 3.718], [1.378, 4.637, 1.374], [0.454, 3.569, -0.434], [-0.943, 2.787, -3.931], [-1.704, 2.822, -6.285], [-2.657, 0.768, -7.295], [-2.859, -1.316, -6.002], [-2.104, -1.374, -3.642], [-1.263, -3.010, 1.226], [-0.942, -1.991, 0.876]], "mulliken_spin": [0.032, -0.002, 0.019, 0.026, 0.114, -0.042, 0.132, -0.006, 0.144, -0.055, 0.448, -0.037, 0.000, 0.108, 0.055, -0.014, 0.133, 0.024, 0.017, -0.034, -0.045, 0.000, 0.001, 0.001, -0.001, 0.002, -0.002, -0.015, -0.006, 0.001, 0.002, 0.002, -0.003, -0.003, 0.001]}

=====

(3)
{"formula": "C16H13AsBr2F6N3", "method": "ωB97M-V/def2-TZVPD", "charge": -1, "lumo_energy_ev": 1.514, "total_energy_ha": -8764.9929, "gap_ha": 0.3101, "species": ["C", "C", "C", "Br", "C", "C", "N", "C", "C", "C", "C", "C", "C", "C", "N", "C", "C", "Br", "C", "C", "N", "H", "H", "H", "H", "H", "H", "H", "H", "H", "H", "H", "H", "H", "F", "As", "F", "F", "F", "F", "F"], "positions_angstrom": [[-1.500, 0.178, -5.074], [-0.456, 0.731, -4.048], [-1.074, 1.476, -2.826], [-2.916, 0.793, -2.491], [-0.315, 1.210, -1.497], [1.060, 0.787, -1.518], [1.792, 0.499, -0.464], [1.075, 0.648, 0.688], [1.711, 0.331, 1.949], [3.138, -0.204, 2.047], [3.913, 0.237, 3.132], [5.211, -0.282, 3.254], [5.642, -1.219, 2.299], [4.756, -1.539, 1.272], [3.520, -1.075, 1.115], [1.055, 0.492, 3.144], [-0.293, 0.988, 3.174], [-1.140, 1.237, 4.876], [-0.914, 1.257, 1.997], [-0.260, 1.098, 0.738], [-0.982, 1.394, -0.381], [-2.289, 0.906, -5.298], [-1.901, -0.775, -4.698], [-0.973, -0.082, -6.013], [0.185, -0.116, -3.775], [0.112, 1.488, -4.623], [-1.200, 2.556, -2.968], [1.545, 0.693, -2.497], [3.551, 0.948, 3.875], [5.847, 0.021, 4.090], [6.635, -1.666, 2.379], [5.113, -2.251, 0.514], [1.559, 0.273, 4.085], [-1.950, 1.605, 2.007], [-4.658, -0.907, 1.387], [-5.609, -1.806, 0.220], [-7.040, -0.920, 0.704], [-5.950, -3.023, 1.433], [-6.558, -2.703, -0.949], [-4.176, -2.690, -0.266], [-5.266, -0.587, -0.995]], "lowdin_charge": [-0.184, -0.292, -0.550, 0.787, -0.295, -0.062, 0.152, -0.155, -0.080, -0.226, -0.028, -0.068, -0.077, -0.151, 0.124, -0.079, -0.644, 0.713, -0.043, -0.181, 0.143, 0.054, 0.057, 0.067, 0.096, 0.107, 0.093, 0.108, 0.110, 0.103, 0.098, 0.107, 0.098, 0.125, -0.288, 0.733, -0.284, -0.285, -0.285, -0.286, -0.331]}

=====

(4)
{"formula": "C16H13AsCl3CuF30O3", "method": "ωB97M-V/def2-TZVPD", "lumo_energy_ev": -0.268, "total_energy_ha": -9096.1932, "gap_ha": 0.3850, "species": ["Cu", "As", "F", "F", "F", "F", "F", "F", "C", "C", "C", "F", "F", "F", "F", "O", "C", "C", "F", "F", "F", "F", "H", "H", "H", "H", "C", "C", "C", "F", "F", "F", "F", "O", "C", "C", "F", "F", "F", "F", "H", "H", "H", "H", "C", "C", "C", "F", "F", "F", "F", "O", "C", "C", "F", "F", "F", "F", "H", "H", "H", "H", "C", "Cl", "Cl", "Cl", "H"], "positions_angstrom": [[20.392, 9.286, 10.565], [21.456, 8.420, 13.234], [22.236, 8.216, 11.684], [19.998, 7.880, 12.371], [20.561, 8.624, 14.669], [22.889, 9.009, 13.923], [20.991, 10.026, 12.691], [21.793, 6.793, 13.666], [17.366, 10.695, 5.557], [18.327, 10.804, 6.721], [18.415, 9.546, 7.559], [19.329, 9.707, 8.561], [17.218, 9.250, 8.093], [19.577, 11.081, 6.262], [17.939, 11.849, 7.485], [17.575, 9.448, 4.925], [16.785, 9.201, 3.847], [17.316, 7.934, 3.185], [16.563, 7.669, 2.090], [18.582, 8.130, 2.795], [15.506, 8.989, 4.238], [16.781, 10.234, 2.988], [17.579, 11.542, 4.902], [16.339, 10.813, 5.911], [18.733, 8.696, 6.949], [17.240, 7.086, 3.868], [22.714, 12.353, 9.950], [23.356, 11.267, 9.140], [24.655, 11.702, 8.480], [24.392, 12.722, 7.623], [25.510, 12.150, 9.428], [23.644, 10.194, 9.923], [22.507, 10.835, 8.180], [21.490, 11.891, 10.515], [20.532, 12.866, 10.557], [19.404, 12.422, 11.496], [18.351, 13.247, 11.340], [19.004, 11.153, 11.258], [21.040, 14.019, 11.001], [20.047, 13.072, 9.307], [22.536, 13.220, 9.309], [23.396, 12.696, 10.730], [25.131, 10.884, 7.937], [19.752, 12.494, 12.530], [18.307, 5.340, 10.079], [17.599, 6.555, 10.648], [17.455, 6.579, 12.167], [16.907, 7.737, 12.564], [16.635, 5.553, 12.520], [18.338, 7.652, 10.287], [16.397, 6.660, 10.044], [19.652, 5.321, 10.500], [20.111, 4.190, 11.065], [21.484, 4.499, 11.645], [21.997, 3.381, 12.182], [22.291, 4.937, 10.649], [19.308, 3.761, 12.078], [20.163, 3.185, 10.154], [18.282, 5.469, 8.990], [17.760, 4.415, 10.254], [18.424, 6.414, 12.639], [21.392, 5.292, 12.391], [21.876, 6.199, 7.660], [23.017, 6.946, 6.557], [20.561, 5.412, 6.796], [21.236, 7.404, 8.800], [22.371, 5.445, 8.258]], "lowdin_charge": [0.341, 0.736, -0.250, -0.252, -0.200, -0.193, -0.234, -0.215, -0.048, -0.449, -0.282, 0.032, 0.123, 0.129, 0.135, 0.038, -0.560, -0.293, 0.099, 0.120, 0.149, 0.166, 0.156, 0.157, 0.170, 0.176, -0.041, -0.458, -0.292, 0.095, 0.100, 0.121, 0.121, 0.028, -0.550, -0.273, 0.119, 0.093, 0.171, 0.152, 0.153, 0.160, 0.177, 0.180, -0.056, -0.434, -0.309, 0.120, 0.093, 0.068, 0.139, -0.004, -0.549, -0.287, 0.120, 0.085, 0.145, 0.148, 0.133, 0.157, 0.151, 0.143, -1.489, 0.569, 0.564, 0.677, 0.008]}

=====

(5)
{"formula": "C16H13BrClFeN4O4", "method": "ωB97M-V/def2-TZVPD", "charge": 1, "lumo_energy_ev": [-3.393, -3.831], "spin_multiplicity": 5, "s_squared": 6.01, "total_energy_ha": -5434.9647, "gap_ha": [0.3269, 0.3105], "species": ["Fe", "O", "Cl", "O", "O", "O", "Br", "C", "C", "C", "C", "C", "N", "H", "H", "H", "H", "C", "C", "N", "C", "C", "C", "C", "C", "C", "C", "C", "N", "C", "N", "H", "H", "H", "H", "H", "H", "H", "H", "H"], "positions_angstrom": [[2.247, -0.373, -0.695], [2.585, -2.440, -3.613], [2.676, -2.538, -2.213], [3.049, -3.807, -1.736], [1.392, -2.102, -1.575], [3.626, -1.491, -1.687], [3.563, 1.120, 1.407], [2.393, -0.164, 2.172], [2.185, -0.262, 3.528], [1.323, -1.266, 3.955], [0.729, -2.110, 3.029], [1.004, -1.927, 1.688], [1.823, -0.953, 1.268], [2.676, 0.407, 4.219], [1.121, -1.385, 5.011], [0.052, -2.892, 3.338], [0.579, -2.552, 0.914], [0.827, 3.426, -2.185], [1.654, 2.430, -1.721], [1.209, 1.174, -1.534], [-0.072, 0.892, -1.786], [-0.989, 1.850, -2.192], [-0.510, 3.132, -2.422], [-2.408, 1.503, -2.383], [-3.183, 0.800, -1.558], [-2.868, 0.268, -0.217], [-3.685, -0.708, 0.343], [-3.345, -1.180, 1.599], [-2.295, -0.717, 2.273], [-1.603, 0.242, 1.666], [-1.819, 0.750, 0.463], [1.219, 4.418, -2.349], [2.697, 2.615, -1.504], [-0.376, -0.139, -1.661], [-1.183, 3.906, -2.771], [-2.858, 1.866, -3.301], [-4.196, 0.598, -1.887], [-4.547, -1.091, -0.185], [-3.931, -1.954, 2.081], [-0.762, 0.653, 2.218]], "mulliken_spin": [3.786, 0.004, 0.003, 0.005, 0.041, 0.050, 0.025, 0.001, -0.002, 0.006, 0.001, 0.008, 0.023, 0.000, 0.000, 0.001, 0.002, 0.001, 0.008, 0.033, 0.002, -0.007, 0.008, 0.002, -0.001, 0.001, 0.000, 0.000, 0.000, 0.003, 0.000, 0.000, -0.001, 0.001, 0.000, 0.000, 0.000, 0.000, 0.000, -0.002]}

=====

(6)
{"formula": "C16H13Cl2N5OS", "method": "ωB97M-V/def2-TZVPD", "lumo_energy_ev": 0.030, "total_energy_ha": -2284.9459, "gap_ha": 0.3154, "species": ["O", "Cl", "Cl", "C", "C", "N", "N", "N", "C", "C", "C", "C", "C", "C", "C", "C", "C", "C", "C", "N", "N", "S", "C", "C", "C", "H", "H", "H", "H", "H", "H", "H", "H", "H", "H", "H", "H", "H"], "positions_angstrom": [[-1.624, -0.350, 2.708], [3.666, 1.803, 6.403], [1.921, 2.393, 1.342], [-2.416, 4.453, -1.691], [-2.188, 3.532, -2.308], [0.593, -1.176, 1.156], [2.631, -2.787, -1.292], [1.729, -0.793, -2.168], [0.029, -0.040, 0.795], [2.641, -1.790, -2.243], [1.766, -2.747, -0.353], [1.000, -0.751, -1.065], [1.207, 0.841, 5.523], [2.545, 2.121, 3.948], [0.160, 0.627, 4.638], [2.391, 1.546, 5.226], [1.584, 1.896, 3.019], [1.047, -1.679, -0.024], [0.395, 1.134, 3.333], [1.926, -3.743, 0.495], [0.198, 0.239, -0.604], [-0.854, 0.792, 2.101], [-1.594, 2.518, -3.157], [-0.327, 1.478, -1.234], [-1.209, 1.239, -2.424], [-2.634, 5.311, -1.059], [3.226, -1.891, -3.050], [1.033, 0.559, 6.576], [3.359, 2.727, 3.721], [-0.736, 0.047, 4.894], [1.683, -3.474, 1.429], [2.673, -4.447, 0.320], [-2.170, 2.329, -4.136], [-0.646, 2.888, -3.500], [-0.802, 1.907, -0.444], [0.507, 2.041, -1.512], [-1.946, 0.639, -2.018], [-0.655, 0.719, -3.236]], "lowdin_charge": [-0.503, 0.664, 0.714, 0.102, -0.174, 0.178, 0.125, 0.138, -0.429, -0.100, -0.447, -0.254, -0.096, -0.143, -0.045, -0.615, -0.576, -0.185, -0.360, 0.155, 0.041, 0.987, -0.200, -0.144, -0.173, 0.053, 0.066, 0.117, 0.087, 0.122, 0.097, 0.136, 0.149, 0.111, 0.066, 0.110, 0.099, 0.128]}

=====

Number 2 is which compound?
C16H12IrN2O4

=====

Which formula does entry 1 have?
C16H12I2NO2S6Ta